The following is a quantum chemistry calculation of a cluster of 7 separate species, C35H85B2FN3O13S7 in total at a distorted geometry, from OMol25.

```
146
Properties=species:S:1:pos:R:3:forces:R:3
C 4.7324 -2.5701 -1.1188 -0.096 -0.235 -0.003
O -1.0134 2.6392 -8.6417 -0.117 -0.112 -0.539
H -3.8340 7.3576 3.9566 0.006 -0.093 0.086
B -1.8470 -0.1842 0.5536 -1.014 1.535 0.056
H 3.0929 -4.0483 -1.2680 0.129 0.636 0.855
F -3.4566 -2.4535 2.2057 2.109 -0.336 -1.056
H -0.7943 -4.2981 -2.1849 0.620 0.767 0.520
H 1.0350 2.6243 -6.9768 -0.688 0.720 0.369
H 6.1702 -2.8149 -2.7574 -0.758 -0.702 -0.050
H 0.2591 1.8241 2.1266 -0.618 0.616 0.130
C -3.4590 5.0858 5.5611 0.060 -0.006 0.064
H 0.0531 2.9937 -12.0418 -0.018 -0.043 0.044
H -3.5237 -2.3295 -4.3237 0.086 0.008 -0.043
C -0.6217 2.4901 2.3210 -0.384 -0.353 -0.116
H -2.9181 -3.7385 -3.4196 0.065 0.008 -0.057
H 4.4786 -1.5025 -1.3806 -0.043 -1.072 0.413
H -4.5161 4.9410 5.7890 0.013 0.017 -0.021
H -3.8530 -3.9870 -4.9129 0.061 -0.012 -0.017
H 7.1350 -1.0415 -1.2959 -0.444 -0.159 0.748
C -0.1621 -3.5729 -1.5975 -0.027 -1.303 -0.089
O 2.3824 -2.2300 -0.5736 -0.164 -0.926 1.636
H -3.5688 1.8095 7.4798 -0.035 0.094 0.029
H 1.2721 1.7409 -4.5038 -1.003 -0.344 0.230
H 7.4568 -0.9343 0.4775 -0.649 -0.293 -0.690
H -3.0438 -3.2477 -7.2620 0.048 -0.032 0.049
H -3.0695 7.0761 8.4437 -0.015 0.067 -0.047
H 1.1226 -4.9262 -0.4515 -0.964 0.511 0.282
H -2.2276 1.9772 8.6377 -0.025 0.060 -0.001
H 4.5373 -7.2358 -3.2418 -0.049 -0.008 0.000
H 1.7389 -0.9914 4.4028 0.515 0.585 -0.735
C 3.4070 -3.2481 -0.5371 1.336 -0.196 -1.732
H 4.0019 -8.7257 -0.5566 -0.047 0.063 -0.030
H -2.4851 2.4777 -11.9030 0.036 -0.031 0.033
O 1.6780 -7.1532 -1.0846 0.271 0.056 -0.009
H -3.5636 4.7633 10.9664 -0.023 -0.017 -0.100
C -2.2925 -2.5784 -6.8408 -0.021 0.099 -0.034
C -0.0561 1.1717 -2.7543 -0.034 -1.140 -1.044
H 0.4962 4.3724 -7.0775 -0.025 -0.901 0.558
S -1.5910 -3.3217 -5.3554 -0.008 0.100 0.045
C 3.4413 -9.1229 -1.4039 0.039 -0.002 0.089
H -0.8318 1.0058 -6.1949 0.088 0.475 0.944
C -0.7856 3.1214 -5.7129 -0.241 -0.521 -0.314
H 5.1163 -4.3386 -2.4943 0.273 0.961 -0.133
C 2.2033 -0.1342 3.8480 -0.190 0.787 1.056
H 0.6777 -6.2374 1.5935 -0.230 0.183 0.349
H 0.5825 1.0813 -0.1657 0.068 -1.220 -0.140
H -1.7639 2.2778 0.4400 -0.325 -0.618 0.706
H -3.5147 -0.2323 -0.3769 -0.025 0.479 -0.408
C -2.5178 2.7097 -10.8378 -0.056 0.080 -0.015
C -2.9964 9.8650 8.0731 0.103 -0.010 -0.030
H -3.8220 3.0073 11.0993 -0.040 0.017 -0.080
C -1.8882 1.9763 1.5110 0.223 2.317 1.491
C 1.6009 -2.1541 0.6035 -1.321 1.416 -0.494
H 5.5047 -2.4629 0.9730 0.261 -0.420 -0.813
H 0.6285 -5.8339 3.2041 -0.212 -0.276 -0.414
O -2.4363 -4.7068 1.7560 0.768 4.243 0.253
O -2.5921 -0.0718 -0.6415 1.247 -0.972 2.195
C 0.1046 3.2429 -10.9811 0.023 0.092 -0.014
H -2.1525 9.2887 7.6913 -0.070 -0.043 -0.021
C -0.8637 1.6070 -5.2405 0.434 0.547 -0.847
H -3.7842 7.8213 9.9059 -0.036 0.061 -0.035
S -3.8164 3.7661 8.8171 -0.147 -0.069 0.157
H 1.3232 3.7382 -5.5992 -0.547 -0.144 -0.814
H -2.8786 4.2797 6.0093 0.017 -0.009 -0.149
C -3.3074 2.0637 8.5067 0.006 -0.109 -0.007
H 1.2685 -3.8043 3.0661 -0.071 -0.050 -1.177
B 2.3665 -1.4426 1.8718 1.370 0.064 1.927
H -0.9471 -3.0613 3.4261 0.402 0.413 0.130
S -2.3621 -3.3015 1.2719 -3.513 -6.163 -3.127
H -0.9712 3.7937 -4.8337 0.197 -0.412 -0.783
H 2.1457 0.2999 -0.5034 -1.089 -0.551 0.345
H 1.1222 3.0909 -10.6231 -0.077 -0.065 0.045
C 5.1598 -3.2258 -2.5141 -0.610 1.380 0.751
C 0.5944 -3.3359 0.9401 -0.393 -1.989 1.162
H 1.6697 -0.1779 -2.6605 -0.893 0.011 0.702
H -2.6415 3.7834 -10.6893 0.072 -0.032 0.048
H 1.7141 0.7929 4.2549 0.472 -0.787 -0.733
H -0.1846 4.2828 -10.8235 -0.050 -0.051 0.055
O 1.9473 -0.2120 2.4180 0.303 -2.068 -0.294
H 7.5605 -3.5316 -1.1511 -0.433 -0.371 0.858
H 4.1232 -9.5475 -2.1417 -0.058 0.034 -0.024
H -4.1870 6.6803 2.3477 0.055 -0.114 0.025
H 0.1702 2.1462 -2.2556 -0.228 -0.769 -0.343
H 3.4865 -5.8212 -2.9962 -0.092 -0.116 -0.019
N 0.3815 -5.5231 2.2645 0.591 0.810 0.051
H -2.2246 3.6474 10.6084 -0.018 0.023 -0.053
C 6.8929 -3.7312 -0.2786 -1.013 0.493 0.876
O -0.6958 -2.3032 -4.7257 -0.209 -0.069 -0.030
H -0.8242 2.5120 3.4273 0.120 -0.178 -1.094
C 3.8689 -6.7347 -2.5408 0.017 0.047 0.065
H -0.6058 -5.0230 -0.0077 0.699 0.815 0.470
C -3.9744 7.5035 8.8797 0.044 -0.140 0.010
H -2.7403 -1.6138 -6.5976 0.051 -0.020 0.075
S -4.5192 8.9147 7.8985 -0.014 -0.023 -0.124
H 3.5742 -3.7207 0.4591 -0.264 0.672 -0.629
C -0.5784 -1.1894 0.7055 0.556 -1.039 -0.459
H -0.7782 -2.6507 -1.4872 0.673 -0.702 -0.162
H 5.9365 -0.2479 -0.1955 0.535 -0.862 -0.102
H -1.4905 -2.4344 -7.5637 0.028 -0.044 0.092
H 0.7802 -3.4402 -2.1794 -0.945 0.469 0.320
O -2.1449 0.5677 1.7204 1.084 -1.336 -2.064
O -1.7908 5.4095 3.5093 -0.173 -0.097 0.050
S 2.4709 -7.8103 -2.1687 -0.013 -0.076 0.028
H -1.5965 3.2774 -6.4740 0.655 -0.087 0.890
C 1.0369 0.1311 -0.5675 0.435 0.716 -1.038
H 4.2280 -1.4848 2.5370 -0.199 -0.169 0.442
H -1.1544 0.9216 -2.7288 0.994 0.669 0.327
O -2.8649 -3.2494 -0.1191 1.283 1.680 2.734
H 2.7575 -9.8964 -1.0565 -0.047 0.084 -0.063
C 0.2095 -4.2990 -0.2403 0.590 0.669 -1.490
H -3.8253 1.3904 9.1908 -0.041 0.081 0.002
H -1.3846 -1.5017 3.1643 0.275 -0.020 -0.235
H -1.8666 1.3742 -4.7795 1.032 0.316 -0.252
H -0.3970 3.5546 2.0350 -0.245 -1.084 0.167
H 3.2937 -0.0709 4.0850 -0.900 -0.101 -0.288
H -3.0983 10.7841 7.4976 -0.090 -0.066 0.006
O -5.3072 3.8003 8.7900 0.381 -0.008 0.006
C -0.6796 -2.5473 1.5019 0.137 2.507 0.676
H -3.3523 2.1815 -10.3781 0.103 -0.027 0.032
S -3.2150 5.0422 3.7768 -0.047 0.230 0.090
H -5.2560 6.2989 3.7183 0.054 -0.030 0.031
S -0.9921 2.1526 -10.0534 -0.032 0.086 0.074
H -2.8402 10.1115 9.1242 -0.064 -0.014 -0.020
N -0.6665 -2.1963 2.9417 0.140 -1.008 -0.509
H 7.4507 -3.8973 0.6757 -0.099 0.044 -1.008
H -2.7598 2.5278 1.9637 0.681 -0.549 -0.827
H 4.4032 -6.4876 -1.6211 -0.058 -0.072 0.032
C -3.1289 -3.3427 -4.4129 -0.038 0.064 0.063
O 3.4784 -2.0983 2.4853 -1.199 0.673 -1.645
C 0.6938 -0.0599 -2.1074 0.533 0.546 -0.253
C -4.2247 6.4920 3.4203 0.029 0.091 -0.068
H -3.1171 6.0429 5.9575 -0.059 0.031 -0.112
N 0.6231 -1.0521 0.2395 -1.655 0.506 0.328
O -4.6003 8.4598 6.4779 0.194 -0.033 0.251
C 5.9167 -2.5052 -0.0651 0.379 0.877 -1.142
H 6.2460 -4.6329 -0.4644 0.875 0.649 0.106
H -4.7683 6.7555 8.8733 -0.038 0.084 -0.059
C 1.1907 -4.2873 2.0497 0.557 -0.693 0.934
C 0.5819 3.4774 -6.4084 0.393 0.178 0.995
H 0.1140 -0.9907 -2.3292 0.485 0.839 0.380
C -3.3041 3.7920 10.5464 -0.016 -0.036 0.093
H 2.2378 -4.6375 1.8151 -0.843 1.009 -0.229
H 0.5658 0.0992 -4.5783 -0.298 0.980 0.380
H 4.4381 -2.7949 -3.2648 0.704 -0.801 0.519
C 6.6527 -1.1113 -0.2878 0.166 -0.180 0.423
C 0.3241 1.1679 -4.3054 -0.413 -0.610 0.145
```
Positions in Å, forces in eV/Å.

## Properties
- Net charge: +1
- E_HOMO: -10.24 eV
- Relative energy (zero: lowest compared OMol25 entry of this formula, charge and spin): 98.8 kcal per mole
- Gap between HOMO and LUMO: 7.15 eV
- Energy: -5463.4772 Ha

These are the Mulliken partial charges, in e, on atoms 1 to 8:
1. C 0.11
2. O -0.47
3. H 0.28
4. B 1.32
5. H -0.63
6. F -0.32
7. H 0.58
8. H 0.22



The following is a quantum chemistry calculation of a structure of composition C26H20N3P2SbSe6Sn at a distorted geometry, from OMol25.

```
59
Properties=species:S:1:pos:R:3:forces:R:3
H 0.0248 3.1477 3.8226 0.048 0.029 0.171
N -1.0794 -0.4588 -3.0966 -0.383 0.004 -0.065
Sn 2.3754 -2.9636 -3.0577 0.558 0.450 -0.087
C -4.0242 0.7292 0.0791 0.135 -0.034 -0.054
H -0.7210 0.8114 3.5447 -0.034 -0.043 0.064
H -0.5747 3.8389 -0.3463 -0.024 -0.022 -0.063
C 1.1014 -1.2916 1.0996 0.127 0.089 -0.230
C 2.9142 3.1496 0.9003 0.114 0.031 -0.003
C -3.9240 0.2717 -2.2889 0.000 -0.058 -0.078
C 3.4046 2.9303 -1.4453 -0.019 0.018 -0.004
Se 5.1022 -4.7845 -3.4031 -0.617 0.580 -0.107
H 0.1132 4.6623 1.8714 0.029 0.081 0.038
Se 2.9066 -8.0862 -3.2229 -0.043 -0.328 -0.101
H 2.7697 -0.7163 2.3177 0.053 0.007 0.092
C -0.6255 0.0276 -1.9280 0.496 -0.228 0.372
C -0.2201 3.6415 1.7584 -0.093 -0.063 0.112
Se 1.2108 -4.7271 -1.7026 0.763 -0.936 -0.214
C -3.3159 0.7118 -1.1168 0.411 0.021 0.063
C 1.8219 -1.2372 2.2881 -0.045 0.033 -0.081
C -0.0761 -2.0270 1.0167 0.102 0.017 -0.088
H 1.9548 1.4722 1.8326 -0.037 0.004 0.053
N 0.7433 -1.4865 -2.6915 0.467 -0.114 0.076
H -5.7093 -0.4876 -3.1751 -0.046 -0.040 -0.063
P 1.8166 -0.5858 -0.3964 -0.204 0.342 0.463
Sb 3.5163 -6.0498 -1.9819 -0.555 0.379 2.003
C -0.2687 2.7892 2.8490 -0.011 0.039 0.015
C -1.0466 1.8758 0.3529 -0.100 -0.201 -0.283
C -1.0961 1.0193 1.4507 0.024 0.093 -0.096
H 3.8110 3.3357 -2.3596 -0.005 0.031 -0.062
C -5.2369 -0.1566 -2.2625 -0.010 0.017 -0.002
C 3.4386 3.6697 -0.2719 -0.034 -0.018 0.112
Se 4.3483 -6.4025 0.2999 -0.321 -0.060 -1.183
H 2.9360 3.7323 1.8088 -0.003 0.059 0.074
H -6.9776 -0.4572 -1.0541 -0.103 -0.073 0.014
H -0.6088 -2.0970 0.0769 -0.039 -0.006 0.001
H 3.8805 4.6534 -0.2716 0.030 0.137 0.003
C -0.6049 3.1825 0.5132 -0.046 0.112 -0.111
H 1.8750 -1.8272 4.3399 0.036 -0.010 0.066
Se 3.5712 -1.7346 -0.8944 0.113 -0.214 -0.578
C -5.9454 -0.1429 -1.0710 -0.011 0.018 0.089
H -5.8894 0.2991 1.0256 -0.060 0.017 0.053
C 2.8596 1.6640 -1.4328 -0.052 -0.050 -0.139
C 2.3456 1.1355 -0.2512 -0.039 -0.231 0.101
C 0.5766 -0.6300 -1.6653 -0.151 0.259 0.359
H 2.8376 1.0663 -2.3366 0.036 0.069 -0.044
C 2.3672 1.8768 0.9204 0.028 -0.217 -0.076
H -0.2445 -3.0821 4.2149 -0.033 -0.059 0.108
H -1.4521 0.0049 1.3375 -0.032 0.046 0.038
Se -1.5691 2.9517 -2.7175 0.029 -0.164 0.220
C -0.6957 1.4785 2.6947 -0.031 -0.096 0.086
C -5.3376 0.2901 0.0969 -0.121 0.008 0.009
H -1.4729 -3.2410 2.0816 -0.067 -0.050 0.005
H -3.3531 0.2672 -3.2069 -0.104 0.033 -0.031
P -1.6289 1.3754 -1.3028 -0.216 1.079 -0.029
N -0.2610 -1.3533 -3.5246 0.080 -0.838 -1.091
C 0.1350 -2.5803 3.3387 -0.034 -0.010 -0.008
H -3.5649 1.0864 0.9896 -0.020 0.036 0.011
C 1.3259 -1.8725 3.4113 0.050 0.044 0.054
C -0.5596 -2.6686 2.1423 0.012 -0.017 0.045
```
Positions in Å, forces in eV/Å.

## Properties
- E_HOMO (alpha / beta): -7.93 / -7.93 eV
- Gap between HOMO and LUMO (alpha / beta): 4.67 / 5.01 eV
- Energy: -16712.9354 Ha

These are the Mulliken partial charges, in e, on atoms 1 to 8:
1. H 0.42
2. N 0.01
3. Sn 0.19
4. C -0.03
5. H 0.44
6. H 0.25
7. C 1.05
8. C -0.76



The following is a quantum chemistry calculation of an isolated molecule of C20H15N3O2S at a distorted geometry, from OMol25.

```
41
Properties=species:S:1:pos:R:3:forces:R:3
H 1.6459 1.0228 2.6790 0.065 -0.009 0.054
H 4.5165 1.6418 3.8341 -0.027 0.032 0.117
C -5.0753 -3.1367 -3.0279 0.124 0.136 0.023
C -2.9970 -0.7719 -0.1573 0.057 0.095 -1.034
C 3.1188 3.0100 1.9623 0.236 0.130 0.203
C 4.5972 1.1851 2.8574 -0.085 0.111 -0.086
S -2.4804 -0.2990 -1.8006 0.027 -0.143 0.241
H 5.8718 -0.3902 3.5341 0.041 -0.042 0.066
C 5.4572 -0.5475 1.4393 0.061 -0.082 0.016
C 1.0377 2.2897 1.0427 -0.413 -0.173 -0.077
H 2.7278 3.0631 2.9880 0.033 -0.012 -0.110
O 2.0734 3.1673 1.0260 0.015 0.082 -0.173
N -3.1062 -1.4724 -4.0182 0.421 0.469 0.109
C 4.0429 1.1610 0.5255 -0.015 0.085 0.022
H -2.5417 -0.6747 1.7565 -0.139 0.052 -0.194
C -3.7523 -2.2990 -4.8147 -0.223 -0.226 -0.103
C -1.1868 0.6042 0.8814 0.470 0.223 0.018
H -1.8336 1.9019 -0.7063 -0.077 0.097 -0.032
N -2.2869 -0.2653 0.8650 -0.033 -0.045 0.549
C 4.7976 0.0133 0.3594 0.019 -0.010 -0.058
H 3.7578 3.8855 1.7976 -0.142 -0.121 0.098
C -0.2051 0.3983 1.8453 -0.226 0.000 -0.258
H 3.5303 1.6016 -0.3168 -0.067 0.024 -0.070
H -5.2550 -3.8190 -5.0572 -0.027 -0.054 -0.073
O -5.7676 -2.8146 -0.3217 -0.009 -0.062 -0.193
C -4.4032 -2.2687 -2.1665 -0.081 -0.113 -0.388
H -3.4521 -2.2674 -5.8534 -0.053 -0.070 -0.106
C -1.0627 1.6872 0.0149 -0.024 -0.101 0.177
C 0.8985 1.2253 1.9291 0.181 0.274 0.044
H -0.3019 -0.4267 2.5359 0.003 -0.111 0.047
H -5.8439 -3.7698 -2.6088 -0.051 -0.027 0.020
H 0.1442 3.3508 -0.5748 0.006 0.111 -0.087
C 5.3583 0.0426 2.6882 0.075 -0.052 0.054
C -4.7832 -2.2350 -0.7276 0.099 0.121 -0.113
C 3.9342 1.7522 1.7765 -0.051 0.020 -0.044
H 4.8722 -0.4416 -0.6171 0.006 -0.045 -0.079
C 0.0388 2.5110 0.0930 0.330 0.010 0.138
H 6.0477 -1.4421 1.3091 0.041 -0.077 -0.009
N -3.9643 -1.5538 0.1304 -0.230 -0.239 0.856
C -3.4188 -1.4603 -2.7320 -0.368 -0.284 0.342
C -4.7504 -3.1589 -4.3699 0.028 0.027 0.095
```
Positions in Å, forces in eV/Å.

## Properties
- SMILES: O=c1nc(Nc2ccc(OCc3ccccc3)cc2)sc2ncccc12
- E_HOMO: -8.32 eV
- Relative energy (zero: lowest compared OMol25 entry of this formula, charge and spin): 0.0 kcal per mole
- Gap between HOMO and LUMO: 8.51 eV
- Energy: -1484.0944 Ha

These are the Mulliken partial charges, in e, on atoms 1 to 8:
1. H 0.36
2. H 0.37
3. C -0.67
4. C 0.76
5. C -0.85
6. C -0.40
7. S -0.24
8. H 0.38



The following is a quantum chemistry calculation of a structure of composition C11H14N5PdS2, from OMol25.

```
33
Properties=species:S:1:pos:R:3:forces:R:3
N 0.8279 3.1455 -1.0459 -0.026 -0.021 -0.057
N -2.0301 -1.5571 -0.9252 0.030 0.015 0.033
N 1.5402 -1.5715 1.0215 0.012 0.068 -0.077
H 2.6954 3.8362 -1.7204 0.004 -0.002 0.002
H -5.3196 -1.6636 -1.5348 0.004 0.000 -0.001
C -4.4278 -1.9317 0.4066 -0.019 -0.010 0.008
S 2.3894 -1.3834 -1.6087 -0.087 -0.001 0.168
H 1.7502 3.7384 0.7481 0.002 -0.002 -0.001
Pd 0.0772 -1.1393 -1.5994 0.050 0.079 -0.008
C -0.7474 -1.8069 1.1062 -0.115 -0.028 0.030
N -0.2566 0.9892 -1.5154 -0.031 -0.037 -0.100
H -5.3636 -2.0815 0.9276 0.003 0.003 -0.001
C 0.7584 3.7286 0.2957 0.003 -0.010 -0.021
H 0.0855 3.1416 0.9142 -0.003 -0.003 -0.002
H 4.9576 -1.7678 2.8649 -0.012 0.000 0.026
H -3.1254 -1.3368 -2.6477 0.000 0.009 -0.001
H 0.3817 4.7481 0.2260 -0.002 0.004 -0.004
C 3.9450 -1.7231 2.4686 0.007 -0.016 0.019
H -3.2001 -2.1497 2.1666 -0.002 -0.001 -0.006
C 1.6587 3.8081 -2.0554 -0.006 -0.014 0.017
H 3.4149 -0.8738 2.8906 0.021 0.002 -0.011
C -3.2256 -1.9713 1.1001 -0.029 -0.013 0.034
C 2.5076 -1.4888 0.1483 -0.107 -0.121 -0.110
H 1.2973 4.8239 -2.2085 -0.004 0.005 -0.001
N 0.3085 -1.5511 0.4445 0.087 0.014 -0.106
C 0.2747 1.9974 -1.2970 0.060 0.050 0.126
C -4.4086 -1.7008 -0.9554 0.008 0.000 -0.007
H 3.4146 -2.6428 2.6988 0.010 -0.009 -0.008
S 4.1433 -1.5348 0.6900 0.040 0.055 0.032
C -2.0461 -1.7776 0.4059 0.105 0.028 0.017
C -3.1832 -1.5173 -1.5824 0.013 -0.020 0.020
H 1.5993 3.2616 -2.9921 -0.005 -0.002 -0.001
H -0.6935 -2.0478 2.1642 -0.008 -0.020 -0.008
```
Positions in Å, forces in eV/Å.

## Properties
- Net charge: +1
- Expectation value of S²: 2.007
- E_HOMO (alpha / beta): -11.42 / -11.51 eV
- Spin multiplicity: 3
- Gap between HOMO and LUMO (alpha / beta): 7.60 / 6.64 eV
- Energy: -1625.3205 Ha

These are the Mulliken partial charges, in e, on atoms 1 to 8:
1. N -0.03
2. N -0.08
3. N -0.74
4. H 0.32
5. H 0.38
6. C -0.20
7. S -0.24
8. H 0.32